# 1
Formula: C18H18N2O4S
Source: the OMol25 dataset
Level of theory: wB97M-V/def2-TZVPD

Properties
* frontier orbital gap: 8.7 eV
* SMILES: COc1ccc(C2=NN(C(=O)CCC(=O)O)[C@H](c3cccs3)C2)cc1
* E_HOMO: -8.142 eV
* ΔE to the lowest compared entry with this formula, charge and spin: 1.908 eV
* E: -1505.3792 Ha
* E_LUMO: 0.0212 hartree

```
43
Properties=species:S:1:pos:R:3:forces:R:3
C -6.1585 -2.2341 -0.2317 -0.1 -0.2 0.0
O -5.5819 -0.9672 -0.0220 0.2 0.3 0.1
C -4.2340 -0.8743 0.1026 0.2 0.1 0.0
C -3.3476 -1.9452 0.0307 -0.4 -0.1 0.0
C -1.9892 -1.7316 0.1715 0.3 0.4 0.1
C -1.4775 -0.4514 0.3700 -0.6 -0.1 -0.1
C -0.0519 -0.2272 0.5042 0.9 0.0 0.1
N 0.5436 0.8345 0.1044 -1.0 -0.1 -0.3
N 1.8613 0.7658 0.3900 0.6 -0.8 0.7
C 2.7870 1.6992 0.0548 -0.1 0.5 -0.4
O 3.9500 1.5598 0.3765 0.1 0.0 0.1
C 2.2823 2.8870 -0.7389 0.1 0.0 0.0
C 1.4366 3.8429 0.1132 -0.1 -0.2 -0.1
C -0.0164 3.4418 0.1697 -0.1 0.3 0.3
O -0.6696 3.3369 1.1742 -0.1 0.1 0.2
O -0.5407 3.2981 -1.0514 -0.1 0.1 -0.6
C 2.2369 -0.4951 1.0661 0.2 0.2 0.0
C 3.2567 -1.2261 0.2600 0.4 -0.3 0.1
C 3.2069 -1.5218 -1.0689 -0.1 0.1 0.3
C 4.3432 -2.2313 -1.5140 0.2 -0.1 0.0
C 5.2323 -2.4661 -0.5164 0.1 0.0 0.3
S 4.7081 -1.8169 0.9844 -0.3 0.0 -0.5
C 0.8872 -1.2249 1.1506 -0.1 0.2 0.0
C -2.3758 0.6172 0.4583 0.0 -0.2 0.0
C -3.7283 0.4096 0.3296 -0.2 -0.2 -0.1
H -7.2316 -2.0619 -0.2961 0.1 -0.1 0.0
H -5.9510 -2.9128 0.6016 0.0 0.0 0.0
H -5.8085 -2.6854 -1.1656 0.0 0.0 0.0
H -3.7032 -2.9503 -0.1326 -0.1 -0.1 0.0
H -1.3213 -2.5771 0.1036 0.1 -0.1 0.0
H 1.6907 2.5384 -1.5854 0.1 0.0 0.0
H 3.1666 3.4103 -1.1039 0.0 -0.1 0.0
H 1.8258 3.9120 1.1292 -0.1 0.1 0.0
H 1.4672 4.8367 -0.3398 0.0 0.0 0.0
H -1.4629 3.0042 -0.9947 0.2 0.1 0.2
H 2.6516 -0.2554 2.0504 -0.1 -0.1 -0.1
H 2.3917 -1.2351 -1.7107 -0.2 0.1 -0.1
H 4.4872 -2.5495 -2.5310 0.1 -0.1 -0.2
H 6.1711 -2.9805 -0.5679 0.2 -0.1 -0.1
H 0.5810 -1.4308 2.1762 0.0 0.0 0.0
H 0.9084 -2.1669 0.6002 0.0 0.0 0.1
H -1.9947 1.5987 0.6884 0.0 0.2 0.0
H -4.4288 1.2258 0.4103 -0.1 0.1 0.0
```
Positions in Å, forces in eV/Å.

=====

# 2
Formula: C18H18N4O2S2
Source: the OMol25 dataset
Level of theory: wB97M-V/def2-TZVPD

Properties
* frontier orbital gap: 8.0 eV
* SMILES: O=C(NCCCn1ccnc1)/C(=C\c1cccs1)NC(=O)c1cccs1
* E_HOMO: -7.942 eV
* ΔE to the lowest compared entry with this formula, charge and spin: 0.715 eV
* E: -1862.6104 Ha
* E_LUMO: 0.0035 hartree

```
44
Properties=species:S:1:pos:R:3:forces:R:3
O -0.0017 1.9357 1.7977 -0.2 0.2 0.2
C 0.5823 1.1225 1.0999 0.3 -0.1 -0.1
N 1.6771 1.4077 0.3852 0.2 -0.1 -0.1
C 2.2409 2.7319 0.3166 0.1 0.2 0.0
C 2.1715 3.3205 -1.0952 -0.3 0.0 0.3
C 0.7696 3.7954 -1.4931 0.6 0.3 -0.1
N -0.1609 2.7184 -1.7044 -0.3 -0.1 0.0
C -1.2744 2.4421 -0.9640 -0.4 -0.1 0.1
C -1.8646 1.3646 -1.5562 0.0 0.3 0.1
N -1.1428 0.9792 -2.6428 -0.1 -0.1 -0.5
C -0.1348 1.8060 -2.7030 0.0 0.0 -0.2
C 0.1086 -0.3031 1.0040 -0.1 -0.5 0.6
C -0.2513 -1.0606 2.0604 0.3 0.2 -0.9
C -0.1580 -0.8137 3.4667 -0.1 0.0 1.0
C 0.1802 0.2871 4.2117 -0.1 -0.1 -0.3
C 0.1553 0.0496 5.5973 0.0 -0.2 0.3
C -0.1984 -1.2254 5.9136 -0.1 -0.3 -0.2
S -0.5178 -2.1657 4.5182 0.2 0.6 0.0
N -0.1379 -0.8563 -0.2756 -0.4 -0.3 -0.3
C 0.6548 -0.9523 -1.3740 0.2 0.0 0.3
O 1.8002 -0.5193 -1.4484 0.1 -0.1 -0.1
C 0.0507 -1.6510 -2.5064 -0.3 -0.6 -0.6
C 0.6450 -1.8285 -3.7279 0.0 0.1 0.7
C -0.1732 -2.5117 -4.6435 -0.2 -0.1 -0.1
C -1.3794 -2.8488 -4.1126 -0.1 0.0 0.2
S -1.5410 -2.3366 -2.4883 0.5 0.1 -0.4
H 2.0388 0.6985 -0.2580 -0.2 0.0 0.2
H 3.2899 2.6798 0.6289 -0.1 0.1 0.0
H 1.6926 3.3593 1.0249 0.2 0.0 -0.1
H 2.8435 4.1786 -1.1473 0.0 0.0 -0.1
H 2.5192 2.5699 -1.8079 0.1 0.1 -0.1
H 0.8426 4.3783 -2.4190 -0.1 0.0 0.2
H 0.3635 4.4398 -0.7093 0.0 0.0 -0.1
H -1.5363 3.0053 -0.0929 0.0 0.1 0.2
H -2.7605 0.8469 -1.2775 -0.2 0.0 0.2
H 0.6299 1.7769 -3.4533 0.3 0.1 -0.1
H -0.6328 -2.0507 1.8280 0.1 0.0 -0.2
H 0.4061 1.2415 3.7773 0.0 0.1 -0.1
H 0.3898 0.7984 6.3328 0.0 0.1 0.1
H -0.2947 -1.6705 6.8841 0.0 0.0 0.2
H -1.0060 -1.3739 -0.3320 0.1 0.2 0.0
H 1.6358 -1.4713 -3.9406 0.2 0.1 0.0
H 0.1176 -2.7424 -5.6525 0.0 -0.1 -0.2
H -2.1906 -3.3708 -4.5807 -0.1 -0.1 -0.1
```
Positions in Å, forces in eV/Å.

=====

# 3
Formula: C18H18N6OS2Tc
Source: the OMol25 dataset
Level of theory: wB97M-V/def2-TZVPD

Properties
* spin multiplicity: 4
* charge: +2
* frontier orbital gap (spin up / spin down): 6.8 / 6.1 eV
* <S²>: 3.8238
* E_HOMO (spin up / spin down): -13.652 / -14.030 eV
* ΔE to the lowest compared entry with this formula, charge and spin: 2.270 eV
* E: -1977.0325 Ha
* E_LUMO (spin up / spin down): -0.2507 / -0.2899 hartree

```
46
Properties=species:S:1:pos:R:3:forces:R:3
Tc -1.7267 0.4070 1.3534 -0.2 0.0 -0.1
S -0.5179 -1.7048 1.0834 0.1 0.0 0.0
C -0.2823 -1.0617 -0.4888 -0.2 -0.1 -0.1
N 0.2930 -1.5404 -1.5394 0.2 0.0 0.1
N 0.7380 -2.8068 -1.3884 -0.1 0.0 -0.1
C 1.8244 -3.2866 -2.0284 0.0 -0.1 -0.1
C 2.6575 -2.4398 -2.7946 0.0 0.0 0.0
C 3.7554 -2.9802 -3.4133 0.0 0.0 0.0
C 4.0435 -4.3444 -3.2826 0.0 0.0 0.0
C 3.2204 -5.1814 -2.5231 0.0 0.0 0.0
C 2.1141 -4.6669 -1.8980 0.0 0.0 0.0
N -0.9356 0.2169 -0.5527 0.1 0.1 0.0
N -0.3197 1.1818 0.1207 0.1 -0.1 0.1
C 0.9653 1.6209 -0.0019 0.0 0.0 0.0
C 1.5374 2.3211 1.0755 0.0 0.0 0.0
C 2.8256 2.7932 0.9657 0.0 0.0 0.0
C 3.5403 2.5997 -0.2162 0.0 0.0 0.0
C 2.9612 1.9309 -1.2940 0.0 0.0 0.0
C 1.6782 1.4375 -1.2017 0.0 0.0 0.0
H 0.1599 -3.4541 -0.8530 0.1 0.0 0.1
H 2.4108 -1.3920 -2.8793 0.0 0.0 0.0
H 4.4039 -2.3517 -4.0073 0.0 0.0 0.0
H 4.9128 -4.7559 -3.7769 0.0 0.0 0.0
H 3.4542 -6.2327 -2.4323 0.0 0.0 0.0
H 1.4617 -5.2999 -1.3087 0.0 0.0 0.0
H 0.9662 2.4593 1.9854 0.0 0.0 0.0
H 3.2818 3.3175 1.7938 0.0 0.0 0.0
H 4.5465 2.9863 -0.3028 0.0 0.0 0.0
H 3.5162 1.8179 -2.2154 0.0 0.0 0.0
H 1.1958 0.9470 -2.0361 0.0 0.0 0.0
S -3.8642 0.0235 0.3981 0.0 0.0 0.0
C -4.1060 1.6245 0.8882 0.0 0.0 0.0
N -5.2506 2.3374 0.8112 0.0 0.0 0.0
C -5.3257 3.6158 1.2514 0.0 0.0 0.0
C -4.2230 4.2081 1.7940 0.0 0.0 0.0
C -3.0536 3.4424 1.8659 0.0 0.0 0.0
N -3.0040 2.2010 1.4185 0.0 0.0 0.0
H -6.0726 1.8902 0.4192 0.0 0.0 0.0
H -6.2842 4.1050 1.1472 0.0 0.0 0.0
H -4.2569 5.2237 2.1553 0.0 0.0 0.0
H -2.1430 3.8432 2.2936 0.0 0.0 0.0
C -2.2170 -1.0687 3.9614 0.0 0.0 0.0
O -2.2249 0.0532 3.0781 0.1 0.0 0.1
H -3.0078 -0.9275 4.6951 0.0 0.0 0.0
H -1.2551 -1.1176 4.4703 0.0 0.0 0.0
H -2.3931 -1.9916 3.4094 0.0 0.0 0.0
```
Positions in Å, forces in eV/Å.

=====

Q: The lowest E belongs to which entry?
A: C18H18N6OS2Tc